C32H51BN6PSe2Te2Ti as an isolated structure at a distorted geometry. Source: OMol25; level of theory: ωB97M-V/def2-TZVPD.

Properties
- Net charge: +1
- Molar mass: 1022.575 g/mol

```
96
Properties=species:S:1:pos:R:3:forces:R:3
Ti -12.11102 -5.66847 9.55244 -0.3 -0.1 -0.1
C -15.64342 -7.54817 12.41539 -1.4 0.1 -0.7
C -14.20245 -7.43174 12.81412 0.8 -0.8 -0.9
C -13.21526 -8.48300 12.27453 -0.4 0.0 -0.6
C -13.85011 -6.01197 12.55114 0.1 2.5 0.4
C -14.31703 -4.97148 13.39437 0.9 0.1 0.1
C -13.68187 -3.82732 12.96802 -0.5 -0.2 1.0
N -12.93059 -4.07495 11.91105 -1.8 -1.1 -0.1
N -13.09792 -5.41878 11.59233 1.3 -0.6 -0.5
B -11.80715 -3.19864 11.43984 0.9 -0.7 -1.0
N -11.87526 -2.77626 9.97215 0.3 1.1 -0.6
C -11.73693 -1.52398 9.43973 -1.1 -2.9 1.3
C -11.99257 -1.63613 8.10599 0.8 2.3 -1.4
C -12.16199 -2.92987 7.77793 -0.9 -2.9 2.4
N -12.11685 -3.66218 8.99596 -0.2 0.3 -2.2
C -12.45891 -3.56657 6.47827 -0.7 0.1 -0.8
C -11.29890 -3.41068 5.52875 1.0 -3.1 -0.8
C -13.64822 -2.95042 5.72469 -1.9 1.4 1.7
N -10.59375 -4.10750 11.64168 -0.9 2.7 0.2
C -9.88433 -4.22401 12.73766 1.5 -1.8 0.3
C -9.16816 -5.42436 12.56879 0.9 0.1 0.8
C -9.47318 -5.90958 11.30213 -0.9 0.7 1.6
N -10.39303 -5.05186 10.77134 0.3 -2.6 -1.5
C -8.89155 -7.10132 10.67137 1.7 0.6 0.2
C -8.26738 -8.11687 11.66258 -0.7 0.4 -0.5
C -7.79490 -6.61885 9.68738 0.6 -0.5 1.2
H -15.82016 -7.23683 11.36440 0.2 0.1 0.6
H -16.20047 -6.89195 13.10558 -0.1 -0.2 -0.6
H -16.10691 -8.52867 12.47366 0.3 -0.4 0.3
H -14.18715 -7.53311 13.88160 0.2 0.0 0.7
H -13.05385 -8.38092 11.18461 0.0 0.2 0.5
H -13.60570 -9.50766 12.39561 0.1 0.4 0.2
H -12.25804 -8.40242 12.79783 0.0 0.0 -0.2
H -14.82596 -4.98356 14.34423 -0.3 -0.5 -0.2
H -13.63549 -2.90639 13.50783 -0.1 0.6 -0.2
H -11.65150 -2.25416 12.03568 -0.2 1.5 1.3
H -11.66529 -0.74129 10.13097 0.4 1.2 0.5
H -11.97801 -0.82338 7.39918 -0.1 0.1 0.0
H -12.70540 -4.61094 6.56588 0.1 -0.4 0.6
H -10.97261 -2.42562 5.52071 0.7 1.9 -0.2
H -11.68735 -3.68275 4.52641 0.6 0.2 0.4
H -10.39289 -4.08043 5.74150 -1.2 0.9 -0.1
H -13.34219 -2.08683 5.17881 0.5 0.7 -0.6
H -14.49796 -2.51890 6.36365 1.2 -1.0 -0.4
H -14.12460 -3.61308 5.02300 0.1 -0.5 -0.2
H -9.81659 -3.51306 13.55067 -0.4 0.0 -0.3
H -8.45655 -5.88465 13.26657 -0.5 0.5 -0.4
H -9.60815 -7.64791 10.12354 -1.0 -0.4 -0.8
H -7.81306 -7.60108 12.51345 0.1 -0.4 -0.2
H -7.51400 -8.67073 11.08566 -0.2 -0.1 0.5
H -9.07328 -8.78491 12.01244 0.6 0.1 0.1
H -6.88559 -6.30996 10.28428 -1.0 -0.1 -0.7
H -8.12681 -5.80265 9.04144 0.1 -0.3 -0.1
H -7.54830 -7.55193 9.18219 0.4 0.4 -0.7
Se -14.39100 -6.11667 8.61749 -0.1 0.8 0.5
Te -14.15276 -8.36324 7.61556 -0.5 -0.3 -0.4
Te -11.70182 -8.47035 8.58494 0.6 0.1 0.5
Se -10.86834 -6.37450 7.57176 0.3 0.3 0.2
C -19.54488 -4.18771 7.32158 -0.5 -2.7 0.6
C -19.16930 -2.91860 8.01752 0.2 0.4 0.3
C -20.42796 -2.34698 8.63778 -0.6 0.2 0.2
C -18.64744 -1.92318 6.96871 0.5 -0.8 -1.7
P -17.81688 -3.39571 9.21485 0.2 1.0 0.5
C -18.63934 -4.29906 10.58603 -1.7 -0.3 -0.3
C -19.72557 -3.81963 11.38424 1.2 -1.2 0.0
C -20.30173 -4.67039 12.31530 0.6 -0.9 0.5
C -19.80314 -5.99397 12.48841 -1.3 1.3 -0.5
C -18.87305 -6.48500 11.59619 0.2 -1.6 0.4
C -18.31664 -5.66496 10.65784 0.0 2.3 0.0
C -17.27672 -1.82607 10.14697 1.3 -0.8 0.1
C -16.41685 -2.45569 11.24336 -0.3 0.3 1.9
C -18.20413 -0.80964 10.75531 -2.3 -0.2 -0.1
C -16.27676 -1.08352 9.25879 -0.1 1.8 -0.2
H -19.96679 -3.94983 6.38101 -0.7 0.2 -1.1
H -20.31763 -4.89380 7.83671 1.5 1.4 -0.5
H -18.63969 -4.78065 7.09628 -0.4 0.0 0.1
H -21.12287 -2.08434 7.82753 0.0 -0.1 0.2
H -20.33928 -1.46835 9.29650 0.2 -0.3 -0.4
H -20.86235 -3.14769 9.22598 -0.4 0.1 0.1
H -19.27049 -1.91667 6.03235 0.2 -0.3 0.9
H -17.60292 -2.01378 6.55554 -0.8 -0.2 0.9
H -18.79195 -0.97284 7.37865 0.2 1.8 0.5
H -20.05597 -2.81252 11.32086 -0.2 0.6 -0.2
H -21.12831 -4.36590 12.96881 0.4 0.1 -0.4
H -20.33619 -6.56205 13.23712 0.4 -0.5 0.0
H -18.54654 -7.53890 11.53403 -0.4 0.5 0.6
H -17.54390 -5.96557 9.99599 0.5 -0.7 -0.5
H -17.02989 -3.08118 11.94934 0.6 0.6 -0.6
H -15.90027 -1.68539 11.88374 -0.5 -0.4 -0.7
H -15.64743 -3.08027 10.82214 0.4 -0.4 -0.2
H -18.83998 -1.14649 11.63730 0.6 0.0 -1.3
H -18.84472 -0.43312 9.92213 0.2 0.0 1.0
H -17.68960 0.04540 11.15125 0.7 0.4 0.1
H -15.38525 -1.64858 9.06735 0.3 -0.7 -0.4
H -15.90733 -0.22822 9.87388 -0.2 -0.3 -0.5
H -16.65725 -0.65214 8.29210 0.2 -0.5 1.0
```
Positions in Å, forces in eV/Å.

C32H51CaN9OP as an isolated structure at a distorted geometry. Source: OMol25; level of theory: ωB97M-V/def2-TZVPD.

Properties
- Net charge: +1
- Molar mass: 648.874 g/mol
- Energy above the lowest of the compared OMol25 structures with the same formula, charge and spin: 1.397 eV

```
95
Properties=species:S:1:pos:R:3:forces:R:3
Ca 0.58863 -1.11990 -0.34472 2.0 -0.2 1.1
C 1.16466 -1.39697 -4.63759 0.1 0.1 0.0
C 0.73443 -1.37301 -3.20087 -0.1 0.1 0.4
N 1.05979 -2.29166 -2.33493 0.1 -0.3 -0.6
C 1.81420 -3.48200 -2.69697 -0.1 0.2 0.2
C 1.46185 -4.63937 -1.73605 0.0 0.3 0.3
N 1.24460 -4.26600 -0.32598 0.5 -0.1 -0.5
C 2.38706 -3.65673 0.34440 -0.5 -0.1 0.2
C 1.97549 -3.31419 1.77996 -0.2 0.2 -0.2
N 0.92441 -2.25797 1.77233 -0.1 -0.3 0.7
C -0.27488 -2.49486 2.63294 0.1 0.1 -0.4
C -1.59415 -1.80996 2.12816 0.3 0.1 -0.4
N -1.37277 -1.07571 0.88299 -0.5 -0.2 0.5
C -2.30322 -0.58103 0.13764 0.3 -0.2 0.2
C -4.15041 -2.20860 0.14161 0.1 0.3 0.2
C -1.73052 0.14791 -1.05500 0.1 0.0 0.1
C -1.87162 1.50077 -1.52425 0.0 0.1 0.2
C -0.99422 1.96749 -2.43305 0.1 -0.1 -0.1
C 0.24199 1.18945 -2.84824 0.0 -0.1 0.3
C -0.10525 -0.27916 -2.70221 -0.2 -0.2 -0.2
N -0.93061 -0.66273 -1.71283 -1.3 0.4 -1.6
H 2.24922 -1.49155 -4.74311 -0.1 0.0 0.0
H 0.82496 -0.50547 -5.16203 0.0 0.0 0.0
H 0.71250 -2.26633 -5.12357 0.0 0.1 0.0
H 2.88656 -3.26651 -2.62902 0.1 0.0 0.0
H 1.62698 -3.81572 -3.72044 0.0 0.0 0.0
H 2.26088 -5.38161 -1.77024 0.0 -0.1 0.0
H 0.54944 -5.12401 -2.07875 -0.1 0.0 0.0
H 0.45693 -3.63672 -0.28561 -0.3 -0.1 0.0
H 2.76374 -2.74859 -0.16565 0.1 0.0 0.0
H 3.20336 -4.37761 0.36040 0.1 0.0 0.0
H 2.84583 -3.00997 2.36321 0.0 0.1 0.1
H 1.57687 -4.22014 2.22936 -0.1 0.0 0.1
H 1.33898 -1.36748 2.06135 -0.1 -0.4 0.0
H -0.08379 -2.16545 3.65410 0.1 0.0 0.1
H -0.43066 -3.57034 2.67273 0.0 -0.1 -0.1
H -1.94161 -1.10113 2.87837 -0.1 0.1 0.1
H -2.36667 -2.56970 2.05152 -0.1 -0.1 0.0
H -3.37183 -2.93469 0.35186 0.1 0.0 0.0
H -4.47840 -2.36337 -0.88618 0.0 0.0 -0.1
H -4.99913 -2.39288 0.80136 0.0 0.0 0.0
H -2.71977 2.10302 -1.21025 0.1 0.0 0.0
H -1.16631 2.93948 -2.88628 0.0 -0.1 0.1
H 0.52179 1.46274 -3.86980 -0.1 0.0 -0.1
C 2.76204 0.88475 -2.64401 0.0 0.0 -0.1
C 1.52530 1.50632 -1.96857 -0.2 -0.1 0.0
C 1.72413 3.01768 -1.94128 0.0 0.1 0.0
O 1.36521 0.94446 -0.66816 0.4 0.6 -0.8
H 2.71092 0.94384 -3.73802 0.0 0.1 0.2
H 2.87290 -0.16486 -2.36466 0.0 0.0 0.0
H 3.67095 1.41398 -2.33464 0.0 -0.1 0.0
H 2.64166 3.28712 -1.40082 -0.1 0.0 0.0
H 0.87338 3.52626 -1.48033 0.1 0.0 0.0
H 1.82792 3.39646 -2.96427 0.0 0.0 0.1
C -4.33502 -0.11760 -2.46620 -0.2 -0.1 0.1
C -4.93508 0.55434 -1.24917 -0.1 -0.1 -0.2
C -5.90650 1.53771 -1.44330 0.0 0.0 -0.1
C -6.55374 2.12593 -0.37382 0.0 0.0 0.1
C -6.22965 1.74819 0.92581 0.0 0.1 -0.1
C -5.25180 0.79193 1.15998 0.1 0.0 0.1
C -4.90253 0.38723 2.57360 0.0 0.0 -0.1
C -4.60194 0.20797 0.06102 -0.2 -0.2 -0.2
N -3.65156 -0.83462 0.34034 -0.2 0.1 0.1
H -5.10800 -0.68401 -2.99089 0.0 0.0 0.0
H -3.51868 -0.79535 -2.22352 -0.2 0.1 -0.1
H -3.94750 0.62725 -3.16371 0.0 0.0 0.0
H -6.16108 1.82623 -2.45888 0.0 0.0 0.1
H -7.32245 2.86920 -0.54723 0.0 0.0 0.0
H -6.74335 2.19986 1.76805 0.0 0.0 -0.1
H -5.55591 0.89381 3.28561 0.1 0.0 -0.1
H -3.86672 0.64793 2.81457 -0.1 0.0 0.0
H -5.00547 -0.69092 2.72162 0.0 0.1 0.0
C 3.83148 3.48592 1.64714 -0.2 -0.1 0.1
N 4.37851 2.06841 1.89051 -0.2 -0.1 -0.1
C 4.34849 1.79647 3.40149 -0.2 0.0 -0.1
N 3.04736 1.99640 3.92416 -0.2 -0.1 0.0
C 2.59363 3.36032 3.66426 0.1 -0.2 -0.2
N 2.54734 3.64402 2.22998 -0.1 0.0 0.0
C 1.48857 2.89830 1.52147 0.0 -0.1 0.0
P 1.74776 1.05852 1.48361 0.3 0.2 1.0
C 3.57593 1.04654 1.12313 0.0 0.1 -0.2
C 2.07555 1.01332 3.37375 0.1 0.2 0.0
H 3.79639 3.62993 0.57011 0.0 0.0 -0.1
H 4.55337 4.16692 2.09411 0.0 0.0 0.1
H 5.34669 2.04056 1.57730 0.1 0.0 -0.1
H 5.06667 2.48203 3.84785 0.0 0.1 0.0
H 4.67786 0.76894 3.53708 0.0 -0.1 0.0
H 3.27128 4.06425 4.14760 0.1 0.0 0.0
H 1.59829 3.48967 4.08163 0.0 0.0 0.0
H 1.40154 3.26691 0.50684 0.0 0.0 -0.1
H 0.53770 3.08777 2.02153 0.0 0.0 0.0
H 3.71595 1.23029 0.06075 0.0 0.1 0.0
H 3.97719 0.06023 1.35733 0.1 0.0 0.1
H 2.39951 0.01067 3.67850 0.0 0.0 0.0
H 1.11618 1.19081 3.87005 0.0 0.0 0.0
```
Positions in Å, forces in eV/Å.

It is found that the total energy values, taken in the order of the records, are -221309.2276; -77191.5233 eV.